Entry 1:
C5H11NO in the gas phase. Source: OMol25; level of theory: ωB97M-V with the def2-TZVPD basis set.

```
! RIJCOSX wB97M-V def2-TZVPD def2/J DEFGRID3
* xyz 0 1
C -2.47 -1.15 -0.91
N -1.42 -0.18 -0.64
C -0.39 -0.41 0.22
O -0.32 -1.38 0.96
C 0.72 0.64 0.15
C 1.02 1.21 1.53
C 1.95 -0.04 -0.47
H -2.44 -1.46 -1.96
H -3.46 -0.73 -0.69
H -2.30 -2.01 -0.27
H -1.38 0.65 -1.20
H 0.41 1.46 -0.51
H 1.22 0.40 2.24
H 0.18 1.80 1.91
H 1.90 1.87 1.49
H 2.80 0.64 -0.51
H 2.22 -0.92 0.13
H 1.73 -0.38 -1.49
*
```

Summary:
* SMILES: CNC(=O)C(C)C
* E_tot: -8901.6055 eV

Atomic partial charges in e from the Mulliken method, atoms 1 to 4: number 1, C, carries -0.8568; number 2, N, carries -0.2010; number 3, C, carries 0.4791; number 4, O, carries -0.6495

---

Entry 2:
C5H11NO in the gas phase at a distorted geometry. Source: OMol25; level of theory: ωB97M-V with the def2-TZVPD basis set.

```
! RIJCOSX wB97M-V def2-TZVPD def2/J DEFGRID3
* xyz 0 1
C 2.68 0.67 0.21
O 1.44 0.99 -0.39
C 0.61 -0.12 -0.55
C -0.14 -0.57 0.72
N -1.39 0.10 0.25
C -2.74 -0.52 0.59
C -0.75 0.31 -1.12
H 3.25 1.60 0.29
H 3.24 -0.05 -0.40
H 2.55 0.24 1.21
H 1.14 -0.92 -1.09
H -0.31 -1.65 0.78
H 0.23 -0.19 1.67
H -1.75 0.82 0.88
H -2.68 -1.60 0.42
H -3.41 -0.05 -0.15
H -0.78 1.33 -1.50
H -1.19 -0.40 -1.82
*
```

Summary:
* E_tot: -8896.2896 eV

Atomic partial charges in e from the Mulliken method, atoms 1 to 4: number 1, C, carries -0.7246; number 2, O, carries -0.3595; number 3, C, carries 0.2608; number 4, C, carries -0.7382

---

Entry 3:
C5H11NO in the gas phase at a distorted geometry. Source: OMol25; level of theory: ωB97M-V with the def2-TZVPD basis set.

```
! RIJCOSX wB97M-V def2-TZVPD def2/J DEFGRID3
* xyz 0 1
C -1.95 0.16 -1.13
C -0.89 -0.47 -0.23
C 0.45 0.25 -0.01
C 0.35 1.68 0.60
N 1.02 -0.66 0.97
C 2.04 -1.39 0.41
O 2.54 -1.12 -0.68
H -1.85 1.24 -1.25
H -1.90 -0.28 -2.13
H -2.96 -0.04 -0.75
H -1.22 -0.76 0.83
H -0.63 -1.46 -0.63
H 1.28 0.04 -0.85
H 0.60 2.47 -0.12
H -0.63 1.92 1.03
H 1.07 1.76 1.42
H 0.27 -1.12 1.52
H 2.42 -2.22 0.99
*
```

Summary:
* SMILES: CC[C@@H](C)NC=O
* E_tot: -8900.1352 eV

Atomic partial charges in e from the Mulliken method, atoms 1 to 4: number 1, C, carries -1.1647; number 2, C, carries -0.7285; number 3, C, carries 0.6508; number 4, C, carries -1.5055

---

Entry 4:
2 unconnected molecules or ions with the total composition C5H11NO at a distorted geometry. Source: OMol25; level of theory: ωB97M-V with the def2-TZVPD basis set.

```
! RIJCOSX wB97M-V def2-TZVPD def2/J DEFGRID3
* xyz 0 1
C 0.66 0.86 0.30
C -2.36 0.62 0.65
C -1.21 -1.27 -0.79
C 2.92 0.57 -0.22
C -1.14 -0.36 0.47
N 1.62 0.03 0.28
O 1.64 -1.19 0.65
H 0.61 1.67 -0.46
H -2.40 1.22 -0.30
H -2.17 1.32 1.53
H -3.14 -0.07 0.69
H -0.31 -1.80 -1.10
H -1.86 -2.04 -0.59
H -1.48 -0.63 -1.62
H 3.53 1.06 0.58
H 3.31 -0.43 -0.53
H 2.69 1.41 -0.94
H -0.92 -0.95 1.39
*
```

Summary:
* E_tot: -8895.4165 eV

Atomic partial charges in e from the Mulliken method, atoms 1 to 4: number 1, C, carries -0.2403; number 2, C, carries -1.1717; number 3, C, carries -1.1848; number 4, C, carries -0.7762

---

Entry 5:
C5H11NO in the gas phase at a distorted geometry. Source: OMol25; level of theory: ωB97M-V with the def2-TZVPD basis set.

```
! RIJCOSX wB97M-V def2-TZVPD def2/J DEFGRID3
* xyz 0 1
C 0.47 2.04 0.38
C 0.62 0.90 -0.64
N 0.37 -0.48 -0.19
C 1.31 -1.71 -0.60
C -1.10 -0.66 -0.14
C -1.82 -0.30 1.17
O -1.41 0.48 2.01
H 0.67 1.85 1.49
H 1.21 2.81 0.21
H -0.61 2.26 0.39
H -0.24 1.03 -1.34
H 1.73 0.71 -0.96
H 2.15 -1.14 -1.08
H 1.49 -2.27 0.34
H 0.86 -2.38 -1.36
H -1.35 -1.70 -0.12
H -1.74 -0.34 -0.99
H -2.61 -1.12 1.44
*
```

Summary:
* SMILES: CCN(C)CC=O
* E_tot: -8897.9281 eV

Atomic partial charges in e from the Mulliken method, atoms 1 to 4: number 1, C, carries -1.0931; number 2, C, carries -0.2845; number 3, N, carries -0.0025; number 4, C, carries -0.7735

---

Entry 6:
2 unconnected molecules or ions with the total composition C5H11NO at a distorted geometry. Source: OMol25; level of theory: ωB97M-V with the def2-TZVPD basis set.

```
! RIJCOSX wB97M-V def2-TZVPD def2/J DEFGRID3
* xyz 0 1
C 1.77 2.33 -0.99
C 0.95 1.34 -1.26
C 1.02 0.06 -0.64
C 0.73 -0.11 0.63
C 0.44 -1.50 1.22
N -0.78 -2.32 0.78
H 1.79 3.26 -1.47
H 2.55 2.18 -0.19
H 0.16 1.50 -1.95
H 1.30 -0.81 -1.13
H 0.50 0.72 1.23
H 1.16 -2.25 0.90
H 0.38 -1.44 2.36
H -1.61 -2.14 1.28
H -0.97 -2.05 -0.14
O -2.72 0.61 -0.40
H -3.29 0.72 0.47
H -3.37 -0.10 -0.70
*
```

Summary:
* SMILES: C=C/C=C/CN.O
* E_tot: -8898.3452 eV

Atomic partial charges in e from the Mulliken method, atoms 1 to 4: number 1, C, carries -0.6939; number 2, C, carries -0.1584; number 3, C, carries -0.3507; number 4, C, carries -0.1771

---

Entry 7:
2 unconnected molecules or ions with the total composition C5H11NO. Source: OMol25; level of theory: ωB97M-V with the def2-TZVPD basis set.

```
! RIJCOSX wB97M-V def2-TZVPD def2/J DEFGRID3
* xyz 0 1
C -0.61 -0.87 -2.95
N 0.29 0.37 -1.28
C -0.26 -0.23 -0.25
O -1.10 -1.08 -0.02
C 0.51 0.54 0.89
C -0.54 1.35 1.65
C 1.21 -0.50 1.76
H 0.31 -1.02 -3.51
H -1.46 -0.61 -3.59
H -0.85 -1.68 -2.26
H -0.50 0.13 -2.38
H 1.26 1.22 0.47
H -1.31 0.68 2.05
H -1.01 2.09 1.00
H -0.07 1.89 2.48
H 1.70 -0.02 2.61
H 0.47 -1.22 2.14
H 1.97 -1.05 1.19
*
```

Summary:
* E_tot: -8897.6619 eV

Atomic partial charges in e from the Mulliken method, atoms 1 to 4: number 1, C, carries -0.7922; number 2, N, carries -0.5368; number 3, C, carries 0.6837; number 4, O, carries -0.6353

---

Entry 8:
C5H11NO in the gas phase. Source: OMol25; level of theory: ωB97M-V with the def2-TZVPD basis set.

```
! RIJCOSX wB97M-V def2-TZVPD def2/J DEFGRID3
* xyz 0 1
C -1.57 -0.59 -1.23
C -1.20 0.31 -0.05
C 0.31 0.51 0.14
C 0.61 1.61 1.16
N 0.97 -0.72 0.55
C 1.61 -1.55 -0.32
O 1.65 -1.40 -1.53
H -1.20 -0.18 -2.17
H -1.15 -1.59 -1.12
H -2.66 -0.68 -1.31
H -1.67 1.30 -0.19
H -1.61 -0.10 0.88
H 0.77 0.77 -0.83
H 0.13 2.56 0.89
H 0.22 1.33 2.15
H 1.68 1.78 1.25
H 1.03 -0.96 1.53
H 2.09 -2.40 0.20
*
```

Summary:
* SMILES: CC[C@@H](C)NC=O
* E_tot: -8901.4964 eV

Atomic partial charges in e from the Mulliken method, atoms 1 to 4: number 1, C, carries -1.1697; number 2, C, carries -0.5048; number 3, C, carries 0.3950; number 4, C, carries -1.5961